## one
7
Properties=species:S:1:pos:R:3:lowdin_charge:R:1 method="wB97M-V/def2-TZVPD" smiles="[H]/N=[NH+]/[O-].F" homo_lumo_gap_ev=10.9 e_homo_ev=-10.255 charge=0
H -0.33 -1.24 0.59 0.18
H -0.28 0.79 0.95 0.03
N -0.83 -0.57 -0.02 -0.33
F 1.78 0.88 0.07 -0.09
N -0.92 0.64 0.23 0.12
H 1.90 0.61 -0.83 0.12
O -1.32 -1.10 -0.99 -0.03

=====

## two
7
Properties=species:S:1:pos:R:3:lowdin_charge:R:1 method="wB97M-V/def2-TZVPD" homo_lumo_gap_ev=10.7 e_homo_ev=-9.706 charge=0
H 0.08 -0.76 -1.16 0.11
H 0.92 1.20 -0.17 0.11
N 0.25 -0.72 -0.16 -0.04
N 0.97 0.28 0.26 0.00
O -1.39 -0.67 0.36 -0.12
H 1.09 0.28 1.27 0.11
F -1.91 0.39 -0.41 -0.17

=====

one wins, 3.039 eV ahead of the next structure.

=====

## one
61
Properties=species:S:1:pos:R:3:lowdin_charge:R:1 method="wB97M-V/def2-TZVPD" homo_lumo_gap_ev=7.2 e_homo_ev=-10.633 charge=+1
H -0.98 -0.35 -2.12 0.07
H 6.67 3.58 0.59 0.11
H 0.35 2.72 2.48 0.06
C 1.59 -2.82 -0.53 -0.12
C 2.38 -1.61 -0.40 -0.04
C 2.45 1.72 0.19 -0.43
C -0.38 2.08 2.96 -0.47
H -2.03 3.35 2.41 0.08
C 4.75 2.66 0.39 -0.02
H -3.40 -1.07 0.51 0.00
C -3.51 -3.18 -2.91 -0.17
H 3.31 6.22 0.80 0.11
H -0.74 -1.99 -2.68 0.10
C -3.90 -0.15 -2.56 -0.17
H -0.35 2.26 4.04 0.09
H -2.09 -0.59 2.67 0.01
C 1.64 -5.24 -0.66 -0.05
H -3.10 -2.80 0.37 0.03
H -3.00 -3.12 -3.87 0.04
C -3.62 -1.95 -0.08 -0.16
H -3.52 0.08 -3.56 0.04
C 0.20 -2.88 -0.62 -0.23
O 1.17 1.99 0.22 -0.28
C 5.60 3.74 0.57 -0.07
C 3.72 5.23 0.69 -0.07
H 3.38 -4.00 -0.50 0.12
C -1.22 -0.72 3.31 -0.33
H 5.76 5.86 0.86 0.11
H -4.70 -2.14 0.00 0.05
H 3.46 -1.69 -0.55 0.14
Os 0.08 0.28 0.25 0.81
C -1.52 3.33 -0.36 -0.33
C 2.86 4.15 0.51 -0.03
H -4.98 -0.26 -2.65 0.04
H -2.18 4.10 0.02 0.04
H -1.73 3.17 -1.42 0.03
C 5.09 5.02 0.72 -0.07
H -0.47 3.56 -0.21 0.01
N 1.94 -0.45 -0.07 -0.17
C -1.22 -1.40 -1.90 -0.19
H -0.27 -6.21 -0.82 0.12
H -3.21 -4.11 -2.43 0.03
H -3.71 0.71 -1.92 0.01
Si -3.13 -1.69 -1.86 0.52
H -0.93 -1.77 3.32 0.04
H 1.79 4.31 0.48 0.10
C 3.37 2.86 0.36 -0.15
C 0.26 -5.27 -0.74 -0.04
N 2.95 0.53 0.04 0.09
H -1.55 -4.09 -0.78 0.10
H -4.58 -3.24 -3.10 0.04
Se -1.97 1.67 0.55 0.91
H 5.14 1.66 0.27 0.11
H 2.21 -6.16 -0.68 0.11
C 2.30 -4.03 -0.56 -0.01
H -2.52 1.76 2.98 0.06
C -0.47 -4.09 -0.72 0.01
H -1.42 -0.39 4.32 0.05
C -1.77 2.29 2.41 -0.48
Se 0.29 0.27 2.60 0.99
O -0.55 -1.71 -0.62 -0.30

=====

## two
61
Properties=species:S:1:pos:R:3:lowdin_charge:R:1 method="wB97M-V/def2-TZVPD" homo_lumo_gap_ev="6.3 / 6.2" e_homo_ev="-10.913 / -11.007" charge=+1
H -2.99 -1.66 -3.22 0.11
H 4.76 -0.56 -0.19 0.04
H -1.73 3.10 3.92 0.09
C 2.05 -2.18 3.14 -0.01
C -3.03 1.72 -3.04 -0.02
C -0.29 -2.35 0.20 -0.05
H 2.80 -3.85 4.21 0.12
H -5.07 1.16 -5.68 0.11
Se -0.91 2.63 1.62 1.03
H -4.13 3.01 -4.34 0.11
C 2.16 -3.52 3.40 -0.04
H -1.80 -2.81 3.05 0.04
H 1.56 0.17 -3.09 0.04
C 1.95 -0.45 -2.28 -0.17
H -0.67 -3.16 -0.41 0.15
H -4.50 -1.18 -5.12 0.11
C -3.88 1.99 -4.10 -0.07
H -2.99 2.33 2.95 0.08
C -1.80 0.10 -1.59 -0.42
H 4.29 2.56 -1.06 0.04
C -1.55 0.95 3.77 -0.54
H -1.97 3.63 -0.39 0.03
O 1.16 -0.42 1.93 -0.24
H -3.08 2.45 0.34 0.05
Si 2.76 0.61 -0.97 0.44
C -3.24 -0.64 -3.47 -0.02
N -0.68 -1.16 -0.19 -0.24
H -0.57 -1.85 3.90 0.03
H 3.32 2.46 -2.53 0.04
H 1.13 -1.06 -1.90 0.00
H 1.00 2.33 -0.79 0.02
C -4.09 -0.37 -4.53 -0.06
C -1.94 2.29 3.23 -0.50
H 1.59 -5.53 2.83 0.11
H -2.60 2.53 -2.47 0.10
C 3.76 -0.43 0.21 -0.17
C 3.86 1.87 -1.79 -0.18
H 2.60 -1.45 3.73 0.13
C -4.41 0.95 -4.85 -0.07
Se -2.10 -0.39 2.49 1.03
H 3.33 -1.42 0.36 0.03
H 2.69 -1.13 -2.71 0.04
C 0.70 -4.05 1.59 -0.03
N -1.52 -1.13 -1.30 0.11
C 1.22 -1.71 2.10 -0.39
C -2.71 0.40 -2.72 -0.15
H -2.84 4.07 1.11 0.05
C -1.62 -1.90 3.61 -0.32
H 4.69 1.37 -2.30 0.04
C -2.38 3.26 0.54 -0.31
H -2.27 -1.87 4.49 0.04
H -2.03 0.74 4.73 0.09
O -1.32 1.11 -0.91 -0.26
Os -0.16 0.50 0.65 1.20
C 1.39 1.59 -0.08 -0.43
H 1.81 2.10 0.80 0.02
H -0.47 0.87 3.90 0.08
H 0.18 -4.77 0.97 0.12
C 0.53 -2.66 1.30 -0.17
C 1.48 -4.48 2.62 -0.06
H 3.84 0.05 1.19 0.04

=====

two wins, 0.132 eV ahead of the next structure.

=====

## one
13
Properties=species:S:1:pos:R:3:lowdin_charge:R:1 method="wB97M-V/def2-TZVPD" smiles="C/N=N/N=C(/Br)C#S(=O)[O-]" homo_lumo_gap_ev="6.3 / 6.5" e_homo_ev="-4.365 / -4.532" charge=-1
Br 3.34 1.67 0.00 0.54
N -0.59 1.63 0.36 -0.14
N -1.11 0.48 0.23 -0.04
C 1.54 0.81 0.28 -0.78
O 1.65 -2.55 -1.32 -0.49
N 0.60 1.83 0.38 -0.11
H -2.43 -0.23 -1.15 0.06
C 1.32 -0.46 0.30 -0.20
S 2.18 -1.93 -0.06 0.69
H -3.20 -0.11 0.47 0.07
C -2.51 0.36 -0.26 -0.10
O 2.00 -2.83 1.15 -0.51
H -2.80 1.34 -0.38 0.02

=====

## two
13
Properties=species:S:1:pos:R:3:lowdin_charge:R:1 method="wB97M-V/def2-TZVPD" homo_lumo_gap_ev=7.4 e_homo_ev=-4.053 charge=-1
N -3.63 -0.11 -1.48 -0.28
N -3.80 0.69 -2.30 0.14
C -0.09 -1.81 -1.32 -0.05
H -0.87 -0.59 1.28 0.01
O -3.26 -0.99 2.21 -0.58
O -2.36 1.18 1.33 -0.56
H 0.15 0.62 0.54 0.12
Br -3.15 -2.55 -0.44 0.69
H 0.90 -0.83 1.45 0.10
C 0.05 -0.48 0.83 -0.13
N 0.06 -1.21 -0.34 -0.14
C -3.33 -0.73 -0.44 -0.93
S -3.46 0.17 1.32 0.63

=====

two wins, 2.409 eV ahead of the next structure.

=====

## one
19
Properties=species:S:1:pos:R:3:lowdin_charge:R:1 method="wB97M-V/def2-TZVPD" homo_lumo_gap_ev=10.0 e_homo_ev=-13.062 charge=+1
H 0.70 3.42 -0.73 0.08
H 1.87 -2.26 -0.33 0.10
S -2.90 -0.03 0.88 0.40
C 1.70 -1.39 0.30 -0.04
H -3.35 -1.29 0.90 -0.16
H 1.13 0.75 1.27 0.16
H 0.13 1.52 0.10 0.08
C -0.64 -1.23 -0.69 -0.53
H -0.40 -1.79 -1.58 0.09
C 0.67 -0.50 -0.36 -0.39
H -0.52 0.46 1.11 0.06
H -0.88 -1.97 0.05 0.08
S -2.07 -0.18 -1.03 0.51
N 0.37 0.63 0.62 0.16
H 1.09 -0.04 -1.26 0.15
H -0.86 3.43 -0.69 0.09
H 1.40 -1.75 1.28 0.10
H 2.65 -0.88 0.38 0.09
O -0.07 3.12 -0.23 -0.02

=====

## two
19
Properties=species:S:1:pos:R:3:lowdin_charge:R:1 method="wB97M-V/def2-TZVPD" homo_lumo_gap_ev=8.4 e_homo_ev=-11.857 charge=+1
C -0.84 -0.23 1.63 -0.23
H 0.01 -1.25 -3.73 0.06
H 1.20 -1.01 0.87 0.25
H 1.10 0.32 2.20 0.18
H -1.22 -1.27 1.40 0.14
N 0.65 -0.09 1.34 0.10
H -2.35 1.23 1.48 0.13
O 2.98 1.28 0.59 -0.04
H -0.87 1.72 0.64 0.07
C -1.50 0.86 0.76 -0.62
H 3.70 1.58 1.05 0.00
H -0.52 -2.38 -2.39 0.04
H -1.06 0.16 2.71 0.16
H -1.77 -1.59 -3.20 0.08
S -2.21 0.15 -0.68 0.56
C -0.68 -1.37 -2.83 -0.50
H 3.13 1.26 -0.42 0.11
S -0.53 0.16 -1.90 0.48
H 0.80 0.48 0.49 0.05

=====

one wins, 2.121 eV ahead of the next structure.

=====

## one
13
Properties=species:S:1:pos:R:3:lowdin_charge:R:1 method="wB97M-V/def2-TZVPD" smiles="N#Cc1sc(=O)[nH]c1CBr" homo_lumo_gap_ev=8.7 e_homo_ev=-9.175 charge=0
C -0.31 1.15 0.26 -0.53
H -0.05 -1.52 -1.42 0.10
C 0.12 -1.18 1.17 -0.53
S -0.31 1.91 -1.28 1.08
H -0.44 -0.96 2.18 0.13
H -0.20 -2.20 0.86 0.07
C -0.07 2.01 1.38 -0.26
C -0.26 0.29 -2.22 -0.65
Br 2.08 -1.29 1.22 0.66
O -0.33 -0.01 -3.38 0.06
N 0.18 2.62 2.30 0.18
N -0.18 -0.62 -1.20 0.10
C -0.22 -0.20 0.13 -0.43

=====

## two
13
Properties=species:S:1:pos:R:3:lowdin_charge:R:1 method="wB97M-V/def2-TZVPD" homo_lumo_gap_ev=7.2 e_homo_ev=-9.110 charge=0
H 1.17 -1.75 -0.37 0.17
H 1.32 1.71 0.07 0.12
Br 3.33 -0.04 -0.74 0.35
C -2.65 1.52 -0.85 -0.39
C -1.85 0.47 -0.62 -0.40
C 0.74 0.04 0.74 -0.18
O -0.92 -2.87 -0.01 0.10
C 1.85 0.84 0.59 -0.41
C -0.74 -1.70 0.13 -0.71
H 2.49 0.89 1.48 0.08
N -3.02 2.61 -1.04 0.18
S -2.18 -0.63 0.52 1.09
N 0.45 -1.08 0.11 0.01

=====

one wins, 5.216 eV ahead of the next structure.

=====

## one
43
Properties=species:S:1:pos:R:3:lowdin_charge:R:1 method="wB97M-V/def2-TZVPD" smiles="CCNC(=O)c1cccc(S(=O)(=O)N2CCCCCC2)c1" homo_lumo_gap_ev=9.8 e_homo_ev=-9.390 charge=0
S 1.04 2.27 0.26 0.67
H 2.30 1.31 -2.78 0.13
C -1.58 -5.62 2.68 -0.08
C -0.11 1.05 0.92 -0.25
N -1.03 -3.59 1.41 0.05
C -0.30 2.46 -1.96 -0.21
H -1.97 -3.34 1.16 0.13
C 0.30 -0.26 1.08 0.00
C -1.41 1.43 1.18 -0.06
C 0.35 -0.12 -3.78 -0.21
H -0.44 3.50 -1.66 0.12
C -0.61 -1.22 1.49 -0.11
H -2.64 -5.54 2.45 0.07
H -1.11 3.03 -3.84 0.11
H -3.33 0.76 1.85 0.11
C -2.32 0.48 1.62 -0.05
H 2.42 0.68 -1.14 0.11
C -1.92 -0.84 1.77 -0.02
H 0.32 -5.07 1.80 0.11
H -0.05 -1.09 -4.11 0.11
H 1.18 0.13 -4.44 0.11
C -0.36 2.33 -3.48 -0.17
H -2.63 -1.56 2.14 0.11
H 0.60 2.62 -3.91 0.12
H -1.33 -6.67 2.78 0.07
H 1.33 -0.53 0.90 0.13
C -0.75 0.92 -3.95 -0.21
H 0.05 -0.40 -1.66 0.11
H -1.12 1.87 -1.52 0.12
H -1.39 -5.12 3.62 0.08
C -0.74 -5.00 1.56 -0.23
N 0.97 2.07 -1.38 -0.23
C 1.71 0.95 -1.93 -0.19
H -1.64 0.60 -3.39 0.11
H 1.51 -1.14 -2.30 0.12
H -1.02 0.97 -5.00 0.11
H -1.68 2.47 1.06 0.12
C -0.11 -2.63 1.65 -0.45
O 0.51 3.57 0.55 -0.28
C 0.88 -0.26 -2.35 -0.17
O 2.36 1.95 0.70 -0.27
H -0.93 -5.51 0.62 0.12
O 1.05 -2.87 1.93 0.08

=====

## two
43
Properties=species:S:1:pos:R:3:lowdin_charge:R:1 method="wB97M-V/def2-TZVPD" homo_lumo_gap_ev=8.9 e_homo_ev=-9.351 charge=0
C 3.39 -0.76 2.24 -0.21
H -0.52 2.96 2.48 0.13
H 2.49 0.84 0.27 0.17
H 3.88 -1.54 -0.66 0.12
C -0.75 2.02 1.83 0.01
H 2.67 0.05 2.74 0.13
C 2.61 -1.80 1.87 -0.35
H 4.03 1.18 -0.61 0.05
H -2.26 3.26 0.74 -0.01
H -4.83 2.01 -2.87 0.17
C 4.30 0.25 1.31 -0.09
C 3.57 0.37 -0.24 -0.17
H -5.54 -0.27 -2.24 0.04
N 1.54 -1.50 1.04 -0.25
H 3.33 -2.63 1.21 0.21
H 0.36 0.61 3.00 0.19
C -1.71 2.56 0.83 0.15
N -3.09 1.09 -2.22 0.03
C -0.74 -0.09 1.19 -0.46
C 3.07 -0.82 -0.85 -0.32
O 0.00 -2.14 2.85 -0.30
C -1.54 0.06 0.11 -0.01
C -0.33 0.65 2.04 -0.13
S -0.01 -1.62 1.45 0.89
C -2.08 1.35 -0.10 -0.06
H -3.61 0.98 -3.91 -0.03
C -4.17 1.08 -3.23 -0.20
H 2.30 -2.32 2.56 0.03
H 3.09 -0.34 -2.07 0.23
H 4.76 1.02 1.75 0.03
H 0.82 -0.83 -0.65 0.13
H -2.55 -0.10 -2.07 0.26
H 1.73 -2.51 -0.78 0.17
C -5.17 -0.17 -3.21 -0.06
O -3.86 2.74 -0.73 0.04
H -5.94 -0.06 -4.18 0.14
H 5.15 -0.46 0.99 0.11
O -0.68 -2.69 0.27 -0.42
C -3.12 1.76 -0.96 -0.47
H -1.90 -0.82 -0.42 0.11
H 4.11 -0.96 3.28 0.19
C 1.87 -1.35 -0.54 -0.17
H -4.66 -1.03 -3.51 0.02

=====

one wins, 16.841 eV ahead of the next structure.